The following is a DFT calculation (wB97M-V/def2-TZVPD) of a cluster of 2 separate species, C4H10OS2 in total.

Geometry (Å):
C (0.2837, 3.2518, 1.5221)
C (0.6006, 2.0714, 1.0061)
O (1.8178, 1.4853, 1.1732)
H (-0.7201, 3.6421, 1.4338)
H (0.9078, 3.8079, 2.2116)
H (-0.0854, 1.5863, 0.3300)
H (1.8040, 0.6719, 0.6748)
C (-2.2891, -2.0161, 0.8986)
C (-1.2781, -0.9567, 0.4908)
S (-0.0850, -1.6882, -0.6721)
S (0.6657, -0.0810, -1.7702)
H (-1.8042, -2.9054, 1.3036)
H (-2.9055, -2.3236, 0.0513)
H (-2.9775, -1.6068, 1.6374)
H (-0.7876, -0.5129, 1.3561)
H (-1.8367, -0.1369, 0.0273)
H (-0.3699, 0.0519, -2.5900)

## Properties
Energy above the lowest of the compared OMol25 structures with the same formula, charge and spin ... 133.4 kJ/mol
SMILES ... C=CO.CCSS
Orbital gap ... 9.275 eV

Atomic partial charges in e from the Löwdin method, atoms 1 to 2: atom 1 (C): 0.0071, atom 2 (C): -0.3187